(1)
DFT (the ωB97M-V functional and the def2-TZVPD basis) results for C40H71BF5NO20Si2 as an isolated structure.

Each line ends with the Löwdin charge.
Geometry (Å):
C  1.03  1.64  3.67  -0.109
C  -0.39  1.17  3.43  -0.262
C  -0.55  0.67  1.99  -0.205
C  -1.95  0.15  1.59  -0.202
C  -2.96  -0.09  2.70  -0.198
C  -4.31  -0.59  2.15  -0.184
C  -4.63  -2.07  2.42  -0.216
C  -4.32  -3.01  1.26  -0.199
C  -2.83  -3.24  0.93  -0.201
C  -1.92  -3.44  2.13  -0.192
C  -0.46  -3.03  1.92  -0.200
C  0.21  -3.50  0.63  -0.184
C  1.53  -2.72  0.39  -0.169
C  1.65  -2.15  -1.03  -0.197
C  1.62  -0.62  -1.10  -0.218
C  2.27  -0.05  -2.37  -0.187
C  1.92  -0.75  -3.70  -0.255
C  0.85  -0.05  -4.55  -0.214
Si  -0.87  -0.07  -3.83  0.424
O  -1.82  -0.98  -4.82  -0.214
C  -3.23  -0.94  -4.63  -0.289
C  -3.74  -2.20  -3.91  -0.056
O  -1.45  1.50  -3.77  -0.266
Si  -1.60  2.31  -2.33  0.559
B  -0.16  3.73  -2.24  -0.634
O  0.69  3.90  -1.15  0.107
O  -0.08  4.53  -3.33  0.025
C  -0.12  5.97  -3.10  -0.210
C  -0.95  6.61  -4.21  -0.059
N  -3.13  3.18  -2.40  -0.154
C  -4.31  2.29  -2.29  -0.097
C  -3.20  4.26  -1.46  -0.504
C  -2.95  3.93  0.00  0.001
O  -3.44  5.42  -1.81  0.073
H  1.19  1.88  4.72  0.071
H  1.27  2.54  3.10  0.072
H  1.76  0.89  3.39  0.057
H  -1.08  1.99  3.59  0.105
H  -0.63  0.37  4.13  0.107
H  0.22  -0.09  1.81  0.078
H  -0.30  1.51  1.34  0.100
H  -2.39  0.83  0.86  0.072
H  -1.81  -0.79  1.06  0.078
H  -3.14  0.87  3.19  0.103
H  -2.57  -0.77  3.46  0.101
H  -4.35  -0.42  1.07  0.101
H  -5.11  0.00  2.59  0.101
H  -4.16  -2.41  3.34  0.097
H  -5.70  -2.14  2.60  0.103
H  -4.77  -2.56  0.37  0.103
H  -4.84  -3.96  1.40  0.106
H  -2.48  -2.44  0.28  0.097
H  -2.78  -4.14  0.32  0.093
H  -1.92  -4.50  2.41  0.113
H  -2.27  -2.90  3.00  0.082
H  0.09  -3.48  2.75  0.117
H  -0.35  -1.96  2.04  0.073
H  -0.41  -3.35  -0.24  0.074
H  0.45  -4.56  0.73  0.108
H  2.37  -3.39  0.56  0.105
H  1.58  -1.91  1.11  0.086
H  0.85  -2.53  -1.66  0.096
H  2.58  -2.48  -1.48  0.115
H  2.18  -0.24  -0.25  0.108
H  0.61  -0.23  -0.97  0.074
H  3.35  -0.02  -2.26  0.110
H  1.94  0.99  -2.45  0.103
H  2.83  -0.76  -4.29  0.105
H  1.63  -1.79  -3.57  0.081
H  0.75  -0.60  -5.49  0.061
H  1.14  0.96  -4.82  0.087
H  -0.89  -0.69  -2.49  0.042
H  -3.53  -0.06  -4.05  0.074
H  -3.69  -0.87  -5.61  0.113
H  -4.30  -2.84  -4.58  0.067
H  -4.37  -1.94  -3.06  0.064
H  -2.88  -2.76  -3.57  0.069
H  -1.58  1.36  -1.20  0.019
H  0.47  4.62  -0.55  0.092
H  0.89  6.35  -3.11  0.122
H  -0.58  6.15  -2.13  0.104
H  -1.91  6.95  -3.85  0.065
H  -0.38  7.44  -4.63  0.075
H  -1.14  5.90  -5.00  0.088
H  -4.55  1.90  -3.28  0.076
H  -5.18  2.84  -1.94  0.093
H  -4.15  1.43  -1.63  0.069
H  -3.54  3.06  0.28  0.081
H  -3.28  4.77  0.60  0.088
H  -1.90  3.70  0.18  0.072
C  -2.00  -8.42  -1.40  -0.050
C  -0.74  -8.22  -0.59  -0.314
O  -0.30  -6.95  -1.04  0.130
C  -1.39  -6.25  -1.46  -0.545
O  -1.40  -5.09  -1.66  0.176
O  -2.45  -7.08  -1.60  0.072
F  0.20  -9.15  -0.86  0.077
H  -1.78  -8.88  -2.37  0.144
H  -2.76  -9.01  -0.89  0.139
H  -0.90  -8.18  0.49  0.174
C  6.02  -0.21  5.12  -0.037
C  5.09  0.64  4.29  -0.308
O  3.82  0.07  4.58  0.114
C  3.89  -0.47  5.82  -0.553
O  2.96  -0.79  6.48  0.182
O  5.18  -0.57  6.22  0.060
F  5.34  0.52  2.96  0.081
H  6.33  -1.11  4.59  0.149
H  6.90  0.32  5.48  0.143
H  5.08  1.70  4.55  0.174
C  -1.52  9.56  -2.10  -0.047
C  -0.28  9.97  -1.34  -0.311
O  0.18  11.08  -2.09  0.131
C  -0.91  11.65  -2.69  -0.547
O  -0.92  12.73  -3.19  0.192
O  -1.97  10.81  -2.64  0.077
F  0.67  9.00  -1.34  0.068
H  -1.28  8.88  -2.92  0.113
H  -2.28  9.11  -1.47  0.145
H  -0.46  10.28  -0.31  0.172
C  5.21  -1.77  10.71  -0.048
C  5.63  -0.65  9.78  -0.313
O  6.70  -1.23  9.06  0.122
C  6.48  -2.57  9.02  -0.554
O  7.04  -3.32  8.29  0.186
O  5.54  -2.93  9.92  0.075
F  6.09  0.43  10.47  0.071
H  5.81  -1.77  11.62  0.144
H  4.16  -1.77  10.96  0.140
H  4.85  -0.33  9.09  0.164
C  1.87  -3.61  -6.27  -0.045
C  3.00  -3.95  -7.21  -0.313
O  4.15  -3.63  -6.44  0.132
C  3.82  -3.75  -5.12  -0.556
O  4.59  -3.78  -4.23  0.187
O  2.47  -3.84  -4.99  0.056
F  2.98  -3.20  -8.34  0.076
H  1.60  -2.56  -6.35  0.128
H  0.99  -4.23  -6.39  0.142
H  3.05  -5.01  -7.49  0.172

Properties
Electronic energy in eV: -115096.799
Max |F| in eV/Å: 2.7
Total charge: 0
LUMO in eV: 0.24
Multiplicity: 1
Frontier orbital gap in eV: 9.856



(2)
DFT (the ωB97M-V functional and the def2-TZVPD basis) results for C40H73BF3MnN6O4Si as an isolated structure.

Each line ends with the Mulliken spin population.
Geometry (Å):
Mn  -0.01  -0.48  -0.63  1.160
C  3.30  -1.45  0.86  0.006
C  3.76  -1.79  -0.53  -0.003
C  5.09  -1.10  -0.86  -0.001
C  2.78  -1.47  -1.61  0.003
C  2.82  -1.96  -2.91  -0.003
C  1.69  -1.53  -3.55  0.000
C  1.26  -1.94  -4.93  -0.002
C  1.58  -0.90  -6.01  -0.001
C  -0.17  -2.46  -4.95  -0.002
N  1.02  -0.70  -2.69  -0.014
N  1.72  -0.67  -1.48  -0.026
B  -0.02  0.46  -3.08  -0.090
N  -1.49  0.04  -2.67  -0.006
N  -1.77  -0.47  -1.40  0.011
C  -3.07  -0.84  -1.38  -0.016
C  -3.62  -0.49  -2.60  -0.001
C  -2.63  0.06  -3.39  0.004
C  -2.87  0.74  -4.72  -0.001
C  -2.48  2.21  -4.66  0.000
C  -2.29  0.05  -5.96  0.000
C  -3.86  -1.44  -0.25  -0.001
C  -3.32  -1.12  1.13  -0.005
C  -4.07  -2.94  -0.48  0.000
N  0.38  1.71  -2.26  -0.010
N  0.08  1.55  -0.92  0.046
C  0.24  2.76  -0.35  0.005
C  0.72  3.65  -1.31  0.008
C  0.81  2.96  -2.50  -0.004
C  1.34  3.54  -3.79  0.001
C  1.70  2.54  -4.88  0.000
C  0.44  4.66  -4.33  0.000
C  -0.21  3.11  1.03  0.016
C  -1.60  3.75  0.91  -0.001
C  0.78  4.06  1.70  -0.001
H  4.06  -1.79  1.57  0.000
H  2.36  -1.93  1.13  -0.004
H  3.18  -0.37  0.99  0.000
H  3.92  -2.87  -0.59  0.000
H  5.00  -0.02  -0.72  0.000
H  5.41  -1.28  -1.89  0.000
H  5.88  -1.46  -0.20  0.000
H  3.57  -2.62  -3.32  0.000
H  1.91  -2.80  -5.14  -0.001
H  0.93  -0.03  -5.96  0.000
H  1.45  -1.36  -6.99  0.000
H  2.61  -0.56  -5.94  0.000
H  -0.87  -1.74  -4.52  0.001
H  -0.26  -3.39  -4.38  0.000
H  -0.48  -2.66  -5.98  0.000
H  -0.01  0.63  -4.25  -0.002
H  -4.66  -0.60  -2.86  -0.001
H  -3.95  0.69  -4.81  0.000
H  -1.40  2.33  -4.62  0.000
H  -2.91  2.71  -3.79  0.000
H  -2.84  2.73  -5.55  0.000
H  -1.21  0.14  -6.01  0.000
H  -2.70  0.54  -6.85  0.000
H  -2.56  -1.00  -6.01  0.000
H  -4.84  -0.96  -0.35  0.000
H  -2.34  -1.56  1.28  0.008
H  -3.99  -1.52  1.89  0.000
H  -3.23  -0.05  1.30  0.000
H  -3.13  -3.49  -0.39  0.000
H  -4.49  -3.14  -1.47  0.000
H  -4.77  -3.33  0.26  0.000
H  0.97  4.69  -1.15  0.000
H  2.27  4.02  -3.48  0.000
H  0.82  2.17  -5.41  0.000
H  2.25  1.68  -4.49  0.000
H  2.34  3.03  -5.63  0.000
H  -0.54  4.28  -4.62  0.000
H  0.90  5.11  -5.22  0.000
H  0.29  5.45  -3.60  0.000
H  -0.30  2.20  1.62  -0.005
H  -1.55  4.66  0.30  0.000
H  -1.98  4.03  1.89  0.000
H  -2.31  3.07  0.44  0.000
H  0.86  5.00  1.14  0.000
H  1.78  3.62  1.75  0.000
H  0.45  4.29  2.71  0.000
C  2.26  2.25  4.77  0.000
C  2.25  0.80  4.34  0.000
C  3.61  0.43  3.80  0.000
C  1.93  -0.07  5.55  0.000
O  1.25  0.65  3.28  0.019
Si  0.12  -0.41  2.77  0.002
O  0.07  -0.46  1.07  -0.030
O  0.46  -1.82  3.47  0.008
C  0.17  -3.23  3.65  0.001
C  1.09  -4.02  2.73  -0.002
C  0.51  -3.53  5.10  0.000
C  -1.29  -3.53  3.38  -0.001
O  -1.36  0.15  3.09  0.007
C  -1.99  0.60  4.33  0.000
C  -3.49  0.62  4.08  0.000
C  -1.50  2.00  4.65  0.001
C  -1.68  -0.36  5.47  0.000
H  3.07  2.41  5.49  0.000
H  1.33  2.53  5.26  0.000
H  2.43  2.91  3.92  0.000
H  4.38  0.64  4.55  -0.001
H  3.84  1.00  2.90  0.000
H  3.65  -0.64  3.57  0.000
H  2.73  0.03  6.28  0.000
H  1.84  -1.12  5.28  0.000
H  1.00  0.24  6.03  0.000
H  2.13  -3.85  3.01  0.000
H  0.95  -3.73  1.69  0.000
H  0.88  -5.09  2.82  0.000
H  1.56  -3.31  5.30  0.000
H  0.33  -4.59  5.31  0.000
H  -0.11  -2.93  5.77  0.000
H  -1.57  -3.26  2.36  0.001
H  -1.94  -2.99  4.07  0.001
H  -1.47  -4.60  3.51  0.000
H  -3.72  1.20  3.18  0.000
H  -3.99  1.08  4.93  0.000
H  -3.88  -0.40  3.95  0.000
H  -1.98  2.73  3.99  0.000
H  -0.42  2.07  4.51  -0.001
H  -1.73  2.26  5.68  0.000
H  -2.01  -1.37  5.23  0.000
H  -2.20  -0.03  6.37  0.000
H  -0.61  -0.40  5.69  0.000
F  0.99  -3.14  -0.51  0.004
C  -0.18  -2.50  -0.69  -0.075
F  -1.02  -2.96  0.25  0.003
F  -0.66  -2.94  -1.88  -0.009

Properties
Electronic energy in eV: -107823.797
Max |F| in eV/Å: 2.5
Total charge: +1
LUMO (alpha / beta) in eV: -5.18 / -4.36
Multiplicity: 2
Frontier orbital gap (alpha / beta) in eV: 6.401 / 7.201